Entry from the Open Molecules 2025 dataset: C58H49F3N10O4PPbSb as an isolated structure (ωB97M-V/def2-TZVPD).

Values from the calculation:
- HOMO-LUMO gap (eV) = 5.94
- maximum force (eV Å⁻¹) = 0.3
- total charge = +2
- LUMO energy (eV) = -5.28
- spin multiplicity = 1
- highest occupied orbital energy (eV) = -11.23
- energy above the lowest of the compared OMol25 structures with the same formula, charge and spin (kJ/mol) = 0.0

Geometry as XYZ:
```
127
Properties=species:S:1:pos:R:3:forces:R:3:mulliken_charge:R:1
Pb 0.549589 -0.002873 -0.090604 -0.2 0.1 0.3 1.531
C -1.502591 -5.093164 3.431912 0.0 0.0 0.0 -1.603
C -0.987326 -4.355884 2.227796 0.0 0.0 0.0 0.496
C -1.764441 -4.201864 1.077949 0.0 0.0 0.0 -1.154
C -1.311207 -3.471340 0.000474 0.0 0.0 0.1 0.189
C -0.042812 -2.879488 -0.017029 0.0 0.0 0.1 -1.179
N 0.364576 -2.032802 -1.071273 0.1 0.2 0.1 0.141
C 0.363605 -2.530137 -2.357322 -0.1 0.0 -0.1 1.029
C 0.265177 -3.921213 -2.576513 0.0 0.0 0.0 -0.651
C 0.159008 -4.489031 -3.822863 0.0 0.0 0.0 -1.180
C 0.142033 -3.698963 -4.970773 0.0 0.0 0.0 -0.263
C -0.012726 -4.291429 -6.344109 0.0 0.0 0.0 -1.650
C 0.310773 -2.342195 -4.788292 0.0 0.0 0.0 -0.832
C 0.470979 -1.751070 -3.530497 0.0 0.0 0.0 0.652
N 0.773128 -0.341238 -3.549537 0.1 0.0 0.0 0.209
C 1.171483 0.366091 -4.628221 0.0 0.1 0.0 -0.143
C 1.277336 1.691919 -4.267047 0.0 0.0 0.0 -1.860
C 0.941448 1.707699 -2.918380 0.0 0.0 0.0 -0.479
N 0.646643 0.479687 -2.490056 -0.1 0.0 0.0 1.069
C 0.743674 -3.073758 1.125385 0.0 0.0 0.0 0.797
C 0.268102 -3.775505 2.230677 0.0 0.0 0.0 -0.801
N 2.101956 -2.629006 1.190295 0.0 -0.1 -0.1 0.484
C 3.157813 -3.367011 1.585435 0.1 0.0 0.0 -0.204
C 4.281975 -2.581957 1.473721 0.0 0.0 0.0 -1.637
C 3.804935 -1.361158 0.992254 0.0 -0.1 -0.1 -0.857
N 2.485284 -1.392852 0.829200 0.1 0.2 -0.1 0.901
H -2.294375 -5.787912 3.157139 0.0 0.0 0.0 0.429
H -1.912599 -4.394716 4.164168 0.0 0.0 0.0 0.240
H -0.708679 -5.654863 3.922233 0.0 0.0 0.0 0.385
H -2.749847 -4.649286 1.040103 0.0 0.0 0.0 0.451
H -1.942000 -3.342535 -0.870333 0.0 0.0 0.0 0.737
H 0.270170 -4.566497 -1.709378 0.0 0.0 0.0 0.563
H 0.082533 -5.565427 -3.909780 0.0 0.0 0.0 0.437
H -0.413506 -5.301538 -6.288228 0.0 0.0 0.0 0.398
H 0.947026 -4.345744 -6.859993 0.0 0.0 0.0 0.314
H -0.685637 -3.696231 -6.961461 0.0 0.0 0.0 0.355
H 0.311889 -1.719533 -5.671714 0.0 0.0 0.0 0.244
H 1.389963 -0.095776 -5.571088 0.0 -0.1 0.0 0.540
H 1.576513 2.512222 -4.893551 0.0 0.0 0.0 0.537
H 0.914278 2.529875 -2.219808 0.0 0.0 0.1 0.553
H 0.900838 -3.863459 3.106617 0.0 0.0 0.0 0.502
H 3.037275 -4.391433 1.889236 0.0 0.0 0.0 0.616
H 5.295685 -2.853581 1.702053 0.0 0.0 0.0 0.484
H 4.372347 -0.483800 0.729478 0.0 0.1 0.0 0.502
O -2.469015 -0.552427 0.725919 0.0 0.0 -0.1 -0.371
C -3.016456 0.259457 0.060098 0.1 0.1 0.2 0.188
O -2.253475 1.067572 -0.813251 0.0 0.0 -0.1 1.248
C -4.441462 0.634981 -0.046373 0.0 0.0 0.0 -0.168
C -5.476243 0.048883 0.663108 0.0 0.0 0.0 -0.504
C -6.762541 0.523215 0.447623 0.0 0.0 0.0 -0.730
C -7.003144 1.558588 -0.453458 0.0 0.0 0.0 -0.754
C -5.963260 2.147609 -1.163190 0.0 0.0 0.0 -0.800
C -4.682272 1.669941 -0.946309 0.0 0.0 0.0 -0.097
P -3.113115 2.150229 -1.643643 -0.1 -0.1 -0.1 1.758
C -2.679490 3.815775 -1.265575 0.0 0.0 0.0 0.523
C -3.340068 4.473308 -0.223757 0.0 0.0 0.0 -0.491
C -2.999194 5.780134 0.076305 0.0 0.0 0.0 -0.887
C -2.009303 6.422501 -0.654525 0.0 0.0 0.0 -0.573
C -1.338279 5.763941 -1.678118 0.0 0.0 0.0 -1.046
C -1.667424 4.456647 -1.988692 0.0 0.0 0.0 -0.515
C -2.883037 1.738389 -3.348905 0.0 0.0 0.0 0.839
C -2.528939 0.425496 -3.674743 0.0 0.1 0.0 -0.528
C -2.434710 0.062352 -5.005970 0.0 0.0 0.0 -0.564
C -2.694203 0.995685 -6.001846 0.0 0.0 0.0 -0.713
C -3.051723 2.297083 -5.677256 0.0 0.0 0.0 -0.842
C -3.150889 2.675591 -4.348685 0.0 0.0 0.0 -0.391
H -5.273611 -0.751939 1.360975 0.0 0.0 0.0 0.667
H -7.590791 0.083078 0.984827 0.0 0.0 0.0 0.472
H -8.013917 1.911324 -0.602496 0.0 0.0 0.0 0.471
H -6.157300 2.951197 -1.860868 0.0 0.0 0.0 0.562
H -4.113818 3.972841 0.342806 0.0 0.0 0.0 0.430
H -3.504203 6.298166 0.879034 0.0 0.0 0.0 0.464
H -1.755252 7.447452 -0.420952 0.0 0.0 0.0 0.449
H -0.570634 6.275929 -2.241767 0.0 0.0 0.0 0.490
H -1.157935 3.937851 -2.790539 0.0 0.0 0.0 0.564
H -2.312561 -0.300754 -2.902178 0.0 0.0 0.0 0.045
H -2.163749 -0.953197 -5.260989 0.0 0.0 0.0 0.575
H -2.620877 0.705979 -7.040895 0.0 0.0 0.0 0.476
H -3.258976 3.015408 -6.457547 0.0 0.0 0.0 0.468
H -3.441595 3.686350 -4.093748 0.0 0.0 0.0 0.484
N 2.900808 1.966427 -0.242277 0.0 0.0 0.1 -0.330
N 2.764285 3.340498 -0.001653 0.2 0.1 -0.2 -0.199
C 1.673628 3.847792 0.627059 -0.1 -0.1 0.1 -0.401
N 1.754590 5.120708 1.008638 -0.2 0.1 0.1 -0.289
N 0.639653 3.018540 0.731029 0.1 -0.1 -0.2 0.546
N -0.451121 3.382281 1.453463 0.1 0.0 0.2 0.700
O -1.305036 2.517345 1.540435 -0.2 -0.2 -0.1 -0.379
O -0.564430 4.473434 2.003316 0.1 0.2 -0.1 -0.836
H 3.465920 1.555802 0.497442 0.0 0.0 0.0 0.007
H 3.356681 1.847141 -1.140256 0.0 0.0 0.0 0.343
H 3.613464 3.887524 0.048549 -0.1 0.0 0.0 0.272
H 2.635355 5.607844 1.000715 0.0 0.0 0.0 0.234
H 0.986017 5.470277 1.567911 0.1 0.0 -0.1 0.247
F -3.679072 2.502530 7.544536 0.0 0.0 0.0 -0.339
C -2.771742 1.983756 6.704975 0.0 0.0 0.0 0.218
C -1.463843 1.850266 7.136543 0.0 0.0 0.0 -0.776
C -0.533796 1.310343 6.263819 0.0 0.0 0.0 -0.270
C -0.904791 0.919384 4.977102 0.0 -0.1 -0.1 -0.111
C -2.230484 1.065769 4.580087 0.0 0.1 0.0 -0.680
C -3.177870 1.599269 5.443195 0.0 0.0 0.0 -0.532
Sb 0.501758 0.048991 3.633936 0.1 0.1 0.3 1.007
C 1.432975 -1.192315 5.118303 -0.1 0.0 -0.1 0.229
C 0.601278 -1.895586 5.989237 0.0 0.0 0.0 -0.546
C 1.125757 -2.746318 6.950003 0.0 0.0 0.0 -0.684
C 2.498190 -2.889414 7.022783 0.0 0.0 0.0 0.223
F 3.016639 -3.703332 7.952464 0.0 0.0 0.0 -0.340
C 3.353269 -2.220231 6.169784 0.0 0.0 0.0 -0.686
C 2.808620 -1.374578 5.213503 0.0 0.0 0.0 -0.290
C 1.937386 1.662947 3.702264 0.0 -0.1 -0.1 0.510
C 1.618939 2.937254 4.165967 -0.1 0.0 0.0 -0.615
C 2.549299 3.968874 4.131627 0.0 0.0 0.0 -0.957
C 3.804690 3.713777 3.618383 0.0 0.0 0.0 0.336
F 4.701092 4.717562 3.551063 0.0 0.0 0.0 -0.389
C 4.170753 2.462089 3.160059 0.0 0.1 0.0 -1.114
C 3.222237 1.448082 3.201777 0.0 0.0 0.0 -0.267
H -1.195235 2.158763 8.136983 0.0 0.0 0.0 0.476
H 0.488684 1.181071 6.599278 0.0 0.0 0.0 0.513
H -2.533435 0.768264 3.582377 0.0 0.0 0.0 0.415
H -4.213909 1.714622 5.157334 0.0 0.0 0.0 0.490
H -0.474175 -1.771251 5.937756 0.0 0.0 0.0 0.558
H 0.492811 -3.287058 7.639340 0.0 0.0 0.0 0.493
H 4.421214 -2.359614 6.263654 0.0 0.0 0.0 0.505
H 3.487712 -0.849196 4.552896 0.0 0.0 0.0 0.229
H 0.631925 3.142606 4.562687 0.0 0.0 0.0 0.523
H 2.315256 4.957144 4.504631 0.0 0.0 0.0 0.542
H 5.180981 2.293783 2.808080 0.0 0.0 0.0 0.536
H 3.503446 0.460577 2.855507 0.0 0.0 0.0 0.391
```
Forces are in eV/Å.